Entry 1:
ORCA calculation (ωB97M-V/def2-TZVPD) on a cluster of 13 separate species, C25H60O17 in total in a non-equilibrium geometry.

lowest unoccupied orbital energy	0.14	eV
gap between HOMO and LUMO	9.918	eV
E_tot	-61701.3894	eV
HOMO energy	-9.8	eV

Geometry as ORCA input:
```
! RIJCOSX wB97M-V def2-TZVPD def2/J DEFGRID3
* xyz 0 1
C -10.82 5.98 22.00
O -9.54 5.41 21.76
H -10.92 6.46 22.98
H -11.13 6.74 21.28
H -11.60 5.22 21.89
H -9.53 5.03 20.88
C -8.90 1.44 16.52
O -7.58 1.99 16.50
H -8.98 0.36 16.36
H -9.44 1.68 17.44
H -9.53 1.88 15.74
H -7.12 1.56 15.78
C -0.18 3.04 20.69
O -1.04 2.66 19.54
H 0.43 3.94 20.55
H -0.78 3.15 21.59
H 0.53 2.23 20.82
H -0.69 3.12 18.78
C -2.92 6.98 16.56
O -4.17 6.73 17.18
H -2.96 6.41 15.62
H -2.79 8.04 16.37
H -2.17 6.59 17.25
H -4.07 7.12 18.05
C -9.42 5.67 18.61
O -9.18 4.39 19.18
H -9.13 5.66 17.56
H -10.51 5.74 18.59
H -8.86 6.41 19.18
H -9.63 3.65 18.75
C -6.90 5.35 15.86
O -6.59 6.72 15.83
H -6.27 4.75 15.21
H -6.86 4.99 16.88
H -7.96 5.24 15.64
H -5.74 6.81 16.27
C -8.16 8.49 21.73
O -7.32 7.41 22.10
H -8.54 8.30 20.72
H -9.09 8.59 22.30
H -7.65 9.45 21.71
H -7.75 6.63 21.74
C -4.95 2.82 24.25
O -4.65 1.90 23.18
H -4.77 2.46 25.26
H -4.46 3.77 24.04
H -6.00 3.09 24.24
H -5.07 1.08 23.46
C -1.03 7.14 20.61
O -1.19 6.53 21.85
H -0.41 6.60 19.89
H -1.94 7.24 20.02
H -0.56 8.12 20.73
H -1.77 5.77 21.77
O -1.31 -2.97 20.01
C -1.54 -2.03 20.74
O -2.64 -1.93 21.46
C -2.70 -0.85 22.31
C -1.66 0.10 21.84
C -0.65 -0.85 21.10
H -2.63 -1.11 23.36
H -3.66 -0.32 22.28
H -1.23 0.80 22.56
H -2.16 0.72 21.10
H 0.15 -1.17 21.78
H -0.21 -0.50 20.17
O -3.31 4.93 21.67
C -4.19 4.58 20.91
O -5.16 5.47 20.61
C -6.06 4.93 19.63
C -5.25 3.74 19.03
C -4.40 3.26 20.22
H -6.26 5.71 18.90
H -6.92 4.49 20.13
H -4.59 4.18 18.28
H -5.90 3.03 18.53
H -3.42 2.84 19.96
H -4.94 2.54 20.82
O -7.58 -1.44 17.46
C -6.82 -1.20 18.40
O -6.40 -2.17 19.29
C -5.38 -1.69 20.13
C -5.52 -0.18 20.08
C -6.19 0.12 18.73
H -4.47 -2.05 19.64
H -5.48 -2.19 21.09
H -4.58 0.37 20.18
H -6.17 0.22 20.85
H -5.47 0.30 17.93
H -6.90 0.95 18.79
O -9.57 -1.68 21.61
C -9.34 -0.50 21.78
O -9.32 0.32 20.75
C -9.05 1.61 21.06
C -8.68 1.62 22.49
C -9.10 0.29 23.04
H -9.94 2.21 20.87
H -8.23 2.03 20.47
H -9.10 2.50 22.97
H -7.62 1.78 22.66
H -10.03 0.54 23.55
H -8.33 -0.20 23.64
*
```

Mulliken population analysis, charges in e, atoms 1 to 2: atom 1 (C): -0.865, atom 2 (O): -0.406



Entry 2:
ORCA calculation (ωB97M-V/def2-TZVPD) on a structure of composition C25H61N4Na2O11 in a non-equilibrium geometry.

lowest unoccupied orbital energy (spin up / spin down)	-0.01 / -0.14	eV
gap between HOMO and LUMO (spin up / spin down)	4.244 / 8.443	eV
E_tot	-64224.5757	eV
HOMO energy (spin up / spin down)	-4.3 / -8.6	eV

Geometry as ORCA input:
```
! RIJCOSX wB97M-V def2-TZVPD def2/J DEFGRID3
* xyz 0 2
Na -2.33 0.08 -2.31
Na -0.19 -1.36 0.04
O -2.17 2.18 1.16
C -1.63 1.07 0.82
O -0.50 0.84 1.28
O -2.20 0.16 0.18
H -1.42 2.49 1.68
C 4.62 -0.06 2.13
O 3.77 0.08 3.28
C 2.56 0.86 2.97
C 1.63 0.85 4.21
N 0.41 1.58 3.98
C -0.49 1.43 5.15
C -1.88 2.05 4.93
O -1.85 3.51 4.85
C -2.98 4.09 4.22
H 5.62 -0.31 2.50
H 4.71 0.92 1.67
H 4.41 -0.72 1.29
H 2.05 0.45 2.09
H 2.82 1.86 2.63
H 2.18 1.34 5.02
H 1.36 -0.18 4.45
H 0.03 1.26 3.10
H -0.06 1.99 5.98
H -0.48 0.40 5.51
H -2.51 1.78 5.78
H -2.29 1.56 4.04
H -2.99 5.17 4.31
H -3.89 3.71 4.68
H -2.89 3.81 3.17
C -1.40 -1.96 3.03
O -0.55 -2.57 2.00
C 0.65 -3.12 2.48
C 1.43 -3.70 1.35
N 2.12 -2.56 0.65
C 2.74 -3.03 -0.64
C 3.94 -3.96 -0.37
O 5.04 -3.27 0.25
C 5.73 -2.39 -0.64
H -2.24 -1.41 2.61
H -0.76 -1.23 3.53
H -1.66 -2.66 3.82
H 0.43 -3.95 3.16
H 1.24 -2.42 3.07
H 0.83 -4.28 0.65
H 2.18 -4.37 1.78
H 2.85 -2.20 1.25
H 3.09 -2.19 -1.24
H 2.01 -3.55 -1.26
H 4.26 -4.51 -1.25
H 3.67 -4.78 0.30
H 6.72 -2.19 -0.24
H 5.19 -1.45 -0.72
H 5.87 -2.84 -1.63
C 4.01 6.98 -3.86
O 3.87 6.48 -2.54
C 4.54 5.29 -2.43
C 4.52 4.76 -0.99
N 3.20 4.28 -0.64
C 3.06 4.15 0.78
C 1.61 3.86 1.13
O 0.89 5.10 0.86
C -0.48 4.95 0.97
H 3.52 7.95 -3.90
H 3.56 6.33 -4.60
H 5.05 7.09 -4.18
H 5.55 5.53 -2.77
H 4.23 4.47 -3.07
H 4.85 5.57 -0.35
H 5.09 3.83 -0.93
H 2.55 4.99 -0.94
H 3.47 5.04 1.26
H 3.71 3.32 1.05
H 1.53 3.61 2.19
H 1.27 3.04 0.50
H -0.99 5.88 0.76
H -0.71 4.55 1.96
H -0.80 4.21 0.24
C -6.70 -5.66 -7.96
O -6.07 -4.58 -7.26
C -5.57 -4.77 -5.96
C -4.68 -3.57 -5.55
N -4.31 -3.62 -4.14
C -5.44 -3.44 -3.23
C -5.01 -2.83 -1.87
O -4.39 -3.78 -1.04
C -3.76 -3.20 0.09
H -7.56 -5.97 -7.36
H -6.10 -6.53 -8.20
H -7.12 -5.17 -8.83
H -5.09 -5.73 -5.80
H -6.52 -4.77 -5.41
H -5.11 -2.60 -5.82
H -3.78 -3.62 -6.17
H -3.59 -2.92 -4.04
H -6.00 -4.35 -2.98
H -6.24 -2.87 -3.70
H -5.87 -2.40 -1.36
H -4.33 -2.00 -2.05
H -4.46 -3.06 0.91
H -3.19 -2.29 -0.13
H -3.01 -3.81 0.59
*
```

Mulliken population analysis, charges in e, atoms 1 to 2: atom 1 (Na): 0.224, atom 2 (Na): 0.966



Entry 3:
ORCA calculation (ωB97M-V/def2-TZVPD) on a cluster of 6 separate species, C25H63N2O18P2S7 in total in a non-equilibrium geometry.

lowest unoccupied orbital energy	1.80	eV
gap between HOMO and LUMO	6.169	eV
E_tot	-161201.6129	eV
HOMO energy	-4.4	eV

Geometry as ORCA input:
```
! RIJCOSX wB97M-V def2-TZVPD def2/J DEFGRID3
* xyz -1 1
C 2.98 -0.57 4.17
C 2.49 -1.36 3.16
C 3.36 -1.64 1.91
P 2.46 -2.03 0.28
N 1.28 -0.71 0.43
S 3.82 -0.50 -0.67
C 1.31 -3.35 1.09
O -0.09 -3.05 1.09
C -0.90 -4.13 0.63
C -2.30 -3.49 0.27
O -3.40 -4.19 0.85
C -4.55 -3.36 0.65
C -5.86 -4.16 0.93
N 3.64 -3.40 -0.03
C 4.73 -3.04 -0.39
S 6.36 -2.94 -0.15
P 1.66 -2.37 -1.78
C 1.94 -4.17 -2.34
O -0.06 -2.20 -1.83
H 2.30 0.16 4.64
H 4.02 -0.67 4.56
H 1.47 -1.78 3.33
H 4.02 -0.74 1.76
H 4.08 -2.46 2.19
H 0.73 -0.67 1.28
H 1.73 0.18 0.24
H 3.37 -0.27 -1.94
H 1.69 -3.71 2.09
H 1.44 -4.26 0.43
H -0.53 -4.61 -0.30
H -1.03 -4.86 1.46
H -2.31 -2.42 0.62
H -2.37 -3.43 -0.85
H -4.52 -2.48 1.35
H -4.57 -2.95 -0.39
H -5.77 -5.21 0.54
H -6.03 -4.15 2.03
H -6.71 -3.65 0.41
H 1.34 -4.90 -1.74
H 1.55 -4.21 -3.40
H 3.02 -4.43 -2.40
H -0.30 -1.95 -2.74
O 4.11 3.30 -1.42
S 4.96 3.61 -0.31
O 4.56 3.36 1.04
O 5.44 5.15 -0.43
C 4.43 6.16 -0.53
C 3.75 6.42 0.80
C 6.54 2.86 -0.57
H 3.71 5.89 -1.30
H 4.94 7.07 -0.86
H 3.18 5.55 1.12
H 3.07 7.27 0.72
H 4.49 6.62 1.58
H 6.87 3.07 -1.58
H 6.41 1.78 -0.44
H 7.24 3.24 0.16
O -4.10 0.72 -1.03
S -3.26 1.04 0.09
O -3.67 0.76 1.44
O -2.82 2.59 0.00
C -3.85 3.58 -0.11
C -4.55 3.81 1.22
C -1.66 0.34 -0.16
H -4.56 3.31 -0.89
H -3.36 4.50 -0.42
H -5.11 2.92 1.53
H -5.25 4.64 1.14
H -3.83 4.02 2.01
H -1.32 0.58 -1.16
H -1.75 -0.74 -0.04
H -0.98 0.74 0.59
O 9.43 0.13 -3.87
S 8.23 0.48 -4.57
O 7.20 1.25 -3.95
O 7.59 -0.84 -5.20
C 7.30 -1.95 -4.32
C 6.06 -1.70 -3.48
C 8.66 1.26 -6.10
H 8.16 -2.18 -3.70
H 7.12 -2.82 -4.96
H 6.23 -0.89 -2.77
H 5.80 -2.59 -2.91
H 5.21 -1.42 -4.11
H 9.42 0.66 -6.60
H 9.05 2.25 -5.86
H 7.76 1.35 -6.71
O -1.07 1.89 6.43
S -0.62 2.57 5.25
O 0.73 2.45 4.78
O -0.99 4.13 5.39
C -0.51 4.84 6.54
C 0.97 5.14 6.45
C -1.71 2.20 3.92
H -0.75 4.28 7.45
H -1.07 5.78 6.58
H 1.56 4.22 6.48
H 1.28 5.77 7.28
H 1.21 5.64 5.51
H -2.74 2.32 4.25
H -1.54 1.16 3.62
H -1.49 2.86 3.08
O -11.51 -2.21 -3.54
S -10.79 -2.96 -2.54
O -10.98 -2.72 -1.14
O -9.23 -2.91 -2.88
C -8.60 -1.63 -3.02
C -8.38 -0.95 -1.68
C -11.03 -4.69 -2.84
H -9.18 -0.99 -3.70
H -7.63 -1.81 -3.50
H -9.33 -0.69 -1.21
H -7.81 -0.03 -1.81
H -7.85 -1.61 -1.00
H -10.85 -4.89 -3.89
H -12.05 -4.93 -2.57
H -10.34 -5.25 -2.22
*
```

Mulliken population analysis, charges in e, atoms 1 to 2: atom 1 (C): -0.890, atom 2 (C): -0.118



Entry 4:
ORCA calculation (ωB97M-V/def2-TZVPD) on a structure of composition C25H64CrO27S8 in a non-equilibrium geometry.

lowest unoccupied orbital energy (spin up / spin down)	-1.77 / -1.73	eV
gap between HOMO and LUMO (spin up / spin down)	8.275 / 8.412	eV
E_tot	-197345.0567	eV
HOMO energy (spin up / spin down)	-10.0 / -10.1	eV

Geometry as ORCA input:
```
! RIJCOSX wB97M-V def2-TZVPD def2/J DEFGRID3
* xyz 0 5
Cr 1.21 1.75 2.81
C -0.42 0.79 1.02
O 0.21 1.94 0.91
O -1.01 0.17 0.12
O -0.15 0.31 2.20
O 0.31 -0.63 6.22
S 1.42 -0.47 5.34
O 1.64 0.78 4.64
O 2.73 -0.87 6.19
C 4.03 -0.64 5.65
C 4.95 -1.79 6.04
C 1.44 -1.81 4.11
H 4.41 0.30 6.07
H 4.04 -0.37 4.59
H 4.33 -2.68 5.93
H 5.17 -1.67 7.10
H 5.85 -1.78 5.44
H 2.47 -1.78 3.74
H 0.71 -1.63 3.32
H 1.22 -2.73 4.65
O -4.35 -2.55 5.55
S -3.59 -3.69 5.08
O -3.91 -5.00 5.52
O -3.62 -3.74 3.45
C -3.98 -2.59 2.67
C -2.81 -1.64 2.55
C -1.80 -3.43 5.27
H -4.84 -2.13 3.16
H -4.41 -2.91 1.72
H -3.02 -0.78 1.91
H -1.94 -2.15 2.14
H -2.58 -1.15 3.50
H -1.53 -3.60 6.31
H -1.62 -2.39 5.04
H -1.29 -4.14 4.62
O -0.60 -5.97 1.68
S 0.12 -4.75 1.90
O 0.14 -4.13 3.21
O 1.67 -5.10 1.52
C 2.63 -4.07 1.69
C 4.02 -4.54 1.26
C -0.23 -3.52 0.61
H 2.66 -3.81 2.75
H 2.37 -3.23 1.05
H 4.12 -4.70 0.18
H 4.25 -5.48 1.75
H 4.75 -3.79 1.57
H 0.21 -2.55 0.82
H -1.30 -3.46 0.45
H 0.24 -3.92 -0.29
O -3.30 0.17 -3.30
S -3.91 -1.03 -2.82
O -5.20 -0.99 -2.21
O -3.95 -2.14 -3.99
C -2.84 -2.19 -4.88
C -2.98 -1.26 -6.09
C -2.70 -1.84 -1.74
H -2.87 -3.20 -5.30
H -1.85 -2.04 -4.46
H -2.05 -1.22 -6.65
H -3.09 -0.23 -5.74
H -3.85 -1.38 -6.74
H -2.57 -1.21 -0.86
H -1.75 -1.87 -2.26
H -3.10 -2.79 -1.39
O 3.33 -1.18 0.25
S 3.40 0.19 0.66
O 2.92 0.54 1.98
O 4.96 0.59 0.54
C 5.41 1.84 1.07
C 6.90 1.92 0.84
C 2.67 1.26 -0.62
H 5.12 1.80 2.13
H 4.82 2.66 0.65
H 7.13 1.82 -0.22
H 7.39 1.15 1.43
H 7.21 2.94 1.08
H 2.48 2.24 -0.20
H 1.68 0.90 -0.91
H 3.37 1.20 -1.44
O -4.53 3.76 0.69
S -4.15 2.38 0.50
O -4.26 1.45 1.60
O -4.99 1.81 -0.79
C -5.11 2.71 -1.91
C -6.27 2.22 -2.75
C -2.46 2.37 -0.22
H -4.24 2.57 -2.55
H -5.21 3.77 -1.69
H -7.24 2.35 -2.28
H -6.18 1.17 -3.04
H -6.37 2.81 -3.67
H -1.82 2.55 0.64
H -2.50 3.23 -0.89
H -2.28 1.42 -0.71
O 2.48 5.78 -1.40
S 1.12 6.25 -1.28
O 0.84 7.48 -0.59
O 0.40 6.35 -2.74
C 0.79 5.45 -3.79
C 0.93 6.23 -5.10
C 0.10 4.89 -0.61
H 0.01 4.69 -3.94
H 1.72 4.92 -3.62
H 1.95 6.61 -5.19
H 0.33 7.13 -5.15
H 0.74 5.54 -5.92
H 0.41 3.97 -1.08
H -0.94 5.12 -0.86
H 0.33 4.87 0.45
O 0.94 2.50 -4.87
S 0.20 1.32 -4.52
O -0.67 0.66 -5.47
O 1.31 0.25 -4.02
C 0.92 -1.06 -3.60
C 2.13 -1.94 -3.76
C -0.78 1.57 -2.97
H 0.17 -1.41 -4.31
H 0.53 -1.06 -2.58
H 2.50 -2.04 -4.78
H 1.94 -2.94 -3.37
H 2.94 -1.49 -3.19
H -1.60 2.22 -3.28
H -0.16 2.08 -2.24
H -1.07 0.56 -2.72
*
```

Mulliken population analysis, charges in e, atoms 1 to 2: atom 1 (Cr): 0.430, atom 2 (C): 1.104